Below is a structure of composition C27H45InNO2P2 in a non-equilibrium geometry, with properties calculated with wB97M-V/def2-TZVPD.

Maximum force: 3.5 eV/A
HOMO level (alpha / beta): -8.15 / -8.23 eV
Total charge: +1

Structure (XYZ):
```
78
C27H45InNO2P2 | the Open Molecules 2025 dataset | wB97M-V/def2-TZVPD
In 2.87742 2.12488 -3.84350
C -1.48573 -0.93829 1.62719
C -1.34139 -2.09942 0.81364
C 0.70393 -1.62343 1.75779
C -0.21144 -0.62258 2.17756
C 0.01952 -2.51290 0.88143
C -2.75194 -0.22301 1.85690
H -3.16273 0.14896 0.90772
H -2.59782 0.63267 2.52153
H -3.49608 -0.88561 2.32401
C 0.11145 0.49274 3.08372
H -0.67358 1.25656 3.06091
H 1.06183 0.96034 2.79012
H 0.21157 0.12798 4.11915
C 2.10571 -1.70305 2.20306
H 2.16133 -1.77063 3.30000
H 2.64458 -0.79219 1.90788
H 2.60926 -2.57690 1.77933
C 0.60859 -3.68548 0.20324
H 0.55960 -4.58522 0.83600
H 1.66815 -3.51160 -0.02782
H 0.07471 -3.90814 -0.72974
C -2.40856 -2.70608 -0.00582
H -2.26925 -3.78892 -0.11501
H -2.40940 -2.28425 -1.02359
H -3.39783 -2.51840 0.42946
C -1.93472 1.35180 -1.12634
C -3.19771 0.96964 -1.38376
C -3.78904 0.36377 -2.61446
C -2.80740 -0.10158 -3.69629
C -1.88710 -1.21063 -3.28130
C -0.74728 -1.19593 -2.56972
C 0.02052 -0.02658 -2.04691
C -0.71608 1.32254 -2.01233
H -4.48986 1.08712 -3.05866
H -2.23787 0.73636 -4.10641
H -4.39236 -0.49930 -2.28338
H -0.99886 1.63430 -3.02194
H -1.75584 1.82177 -0.14277
H -3.97711 1.14758 -0.62058
H 0.02110 2.06753 -1.66132
H 0.39816 -0.25745 -1.04013
H -0.19443 -2.13844 -2.43767
H 0.92916 0.08398 -2.66634
H -3.43267 -0.51277 -4.50542
H -2.19264 -2.18008 -3.69281
P 1.30071 2.42779 -5.74848
C 0.71548 4.07443 -6.16640
C -0.15331 1.34083 -5.80817
P 3.66285 0.88609 -6.00465
C 2.39055 1.75721 -7.06936
C 2.80746 -0.72943 -5.78944
C 4.99937 0.41243 -7.16602
H 1.50791 4.77785 -5.88471
H -0.18446 4.28721 -5.57235
H 0.48911 4.17109 -7.23673
H -0.37520 1.06746 -6.85360
H -1.01334 1.87532 -5.38121
H 0.00985 0.42203 -5.21990
H 4.76716 0.60650 -8.22541
H 5.17309 -0.66211 -7.02960
H 5.92736 0.93440 -6.90293
H 2.85394 2.53724 -7.70574
H 1.85703 1.01100 -7.69120
H 3.61317 -1.46535 -5.67229
H 2.17004 -0.99805 -6.64496
H 2.21780 -0.75617 -4.86314
O 2.96544 4.02009 -2.67200
C 2.95012 3.63138 -1.45757
C 3.38807 4.49464 -0.28333
C 3.17395 3.58055 0.90690
C 2.66518 2.27952 0.27428
O 2.39366 1.25979 0.90805
N 2.56047 2.39778 -1.10914
H 4.44913 4.77360 -0.36266
H 2.79344 5.41131 -0.22781
H 4.11137 3.39516 1.45168
H 2.44930 3.98878 1.62320
```

Here are the Löwdin charges for atoms 1 to 8, given in e: 0.807 -0.203 -0.175 -0.182 -0.201 -0.227 -0.049 0.038